This record from OMol25 describes 5 unconnected molecules or ions with the total composition C3H13NO4 at a distorted geometry. The level of theory is the ωB97M-V functional and the def2-TZVPD basis.

```
21
Properties=species:S:1:pos:R:3:nbo_charge:R:1
C -1.473 0.742 -1.008 -0.0762
C -2.517 1.372 -0.349 -0.3801
C -2.125 -1.473 -0.726 -0.0202
N -1.189 -0.595 -0.679 -0.4323
H -0.954 1.258 -1.758 0.2016
H -3.402 0.856 0.047 0.1956
H -2.663 2.429 -0.367 0.1918
H -2.060 -2.439 -0.395 0.1678
H -3.146 -1.284 -1.072 0.1449
H -0.911 2.035 1.976 0.4815
H -0.715 0.384 2.056 0.4941
O -1.331 1.163 2.039 -0.9651
H 0.946 -1.335 0.411 0.4907
H 1.897 -2.385 0.671 0.4638
O 1.400 -1.794 1.133 -0.9527
H 3.107 0.122 -0.895 0.4839
H 2.204 0.178 -2.084 0.4590
O 3.089 -0.089 -1.824 -0.9659
H 2.939 1.353 1.098 0.4744
H 2.646 -0.084 1.259 0.4919
O 2.482 0.624 0.690 -0.9484
```

Results
electronic energy = -477.72304 Ha
LUMO level = 0.5 eV
strongest force on any atom = 0.093 Eh/bohr
SMILES = C=CN=C.O.O.O.O
total charge = 0
energy above the lowest of the compared OMol25 structures with the same formula, charge and spin = 3.659 eV
gap between HOMO and LUMO = 9.182 eV

This record from OMol25 describes 2 unconnected molecules or ions with the total composition C3H13NSi2 at a distorted geometry. The level of theory is the ωB97M-V functional and the def2-TZVPD basis.

```
19
Properties=species:S:1:pos:R:3:nbo_charge:R:1
C -2.035 0.414 2.346 -0.4043
C -1.568 0.082 -0.058 -0.3920
C 1.158 -0.996 -2.556 -1.1544
N -0.998 0.319 1.285 -0.8765
Si 2.916 -1.055 -2.363 1.0029
Si 0.623 0.766 1.189 1.0852
H -1.547 0.646 3.336 0.2169
H -2.942 0.902 1.998 0.1924
H -2.542 -0.521 2.483 0.1785
H -0.696 0.056 -0.813 0.2035
H -2.062 -0.809 -0.137 0.1825
H -2.352 0.800 -0.193 0.1854
H 0.721 -1.862 -3.184 0.2536
H 0.589 -0.082 -2.212 0.2367
H 3.954 0.113 -2.281 -0.1646
H 1.689 -0.007 0.498 -0.1785
H 3.648 -2.236 -1.897 -0.1726
H 0.965 1.606 2.429 -0.1647
H 0.480 1.868 0.127 -0.2300
```

Results
electronic energy = -755.65835 Ha
LUMO level = -0.2 eV
strongest force on any atom = 0.063 Eh/bohr
SMILES = CN(C)[SiH3].C=[SiH2]
total charge = 0
energy above the lowest of the compared OMol25 structures with the same formula, charge and spin = 5.632 eV
gap between HOMO and LUMO = 8.052 eV

This record from OMol25 describes 2 unconnected molecules or ions with the total composition C3H13NSi2 at a distorted geometry. The level of theory is the ωB97M-V functional and the def2-TZVPD basis.

```
19
Properties=species:S:1:pos:R:3:nbo_charge:R:1
C -0.172 1.598 1.136 -0.6419
C 2.245 1.330 0.822 -0.6169
C 0.881 0.641 0.581 -0.5804
N 1.038 -1.352 -1.239 -1.3313
Si -2.302 -2.328 -0.913 0.6323
Si 0.622 0.340 -1.319 0.9088
H -0.859 2.018 0.439 0.2150
H -0.851 1.370 2.047 0.2185
H 0.337 2.445 1.529 0.2022
H 2.980 0.573 0.491 0.2149
H 2.307 1.586 1.922 0.2033
H 2.328 2.198 0.184 0.2129
H 0.801 -0.369 0.983 0.2155
H 0.845 -1.733 -0.325 0.3871
H 1.200 -2.021 -1.997 0.4022
H -3.277 -3.281 -1.444 -0.1624
H -2.599 -2.116 0.559 -0.1548
H -2.508 -1.035 -1.497 -0.1516
H -1.038 -2.851 -1.143 -0.1734
```

Results
spin multiplicity = 3
electronic energy = -755.66002 Ha
LUMO level (spin up / spin down) = 1.0 / -1.9 eV
strongest force on any atom = 0.051 Eh/bohr
total charge = 0
energy above the lowest of the compared OMol25 structures with the same formula, charge and spin = 0.000 eV
gap between HOMO and LUMO (spin up / spin down) = 6.616 / 8.049 eV

This record from OMol25 describes 4 unconnected molecules or ions with the total composition C3H13O5 at a distorted geometry. The level of theory is the ωB97M-V functional and the def2-TZVPD basis.

```
21
Properties=species:S:1:pos:R:3:nbo_charge:R:1
C 0.966 -0.495 -0.968 -0.4656
C 0.231 -1.596 -0.196 -0.0544
O -0.633 -1.127 0.828 -0.7841
C 0.863 0.825 -0.146 -0.0410
O -0.367 1.371 -0.262 -0.9653
H 0.396 -0.293 -1.882 0.1876
H 1.994 -0.790 -1.187 0.1848
H -0.339 -2.260 -0.856 0.1461
H 0.935 -2.296 0.285 0.1373
H -0.821 -0.173 0.644 0.5084
H 1.140 0.476 0.897 0.0939
H 1.811 1.411 -0.277 0.1074
H -1.496 0.162 -2.087 0.5000
H -2.935 -0.169 -2.319 0.4585
O -2.081 -0.272 -2.752 -0.9690
H 0.085 -2.517 4.497 0.4703
H 0.315 -1.017 4.449 0.4801
O 0.550 -1.804 4.955 -0.9508
H 0.069 3.604 -1.922 0.4467
H -0.273 3.076 -0.567 0.5138
O -0.410 3.885 -1.135 -1.0047
```

Results
electronic energy = -498.31362 Ha
LUMO level = 3.5 eV
strongest force on any atom = 0.047 Eh/bohr
total charge = -1
energy above the lowest of the compared OMol25 structures with the same formula, charge and spin = 0.654 eV
gap between HOMO and LUMO = 7.609 eV

This record from OMol25 describes 3 unconnected molecules or ions with the total composition C3H14N2O2 at a distorted geometry. The level of theory is the ωB97M-V functional and the def2-TZVPD basis.

```
21
Properties=species:S:1:pos:R:3:nbo_charge:R:1
C 0.175 -0.077 -1.941 -0.2145
C 0.638 0.639 -0.694 -0.4315
C 2.099 0.502 -0.326 -0.2046
N 2.295 0.484 1.114 -0.8662
N -1.277 -0.303 -1.955 -0.8560
H 0.428 0.427 -2.857 0.1857
H 0.650 -1.063 -1.961 0.1746
H 0.442 1.719 -0.687 0.2087
H -0.027 0.375 0.134 0.2005
H 2.735 1.242 -0.783 0.1880
H 2.547 -0.413 -0.768 0.1496
H 3.236 0.636 1.414 0.3729
H 1.706 -0.145 1.627 0.3670
H -1.749 0.224 -2.676 0.3559
H -1.698 0.059 -1.099 0.3635
H -0.709 -0.038 3.482 0.4729
H -1.168 -1.370 2.793 0.4751
O -1.108 -0.899 3.630 -0.9467
H -2.565 -1.222 0.170 0.4884
H -3.793 -0.297 0.671 0.4870
O -2.856 -0.478 0.710 -0.9704
```

Results
electronic energy = -382.65682 Ha
LUMO level = 0.7 eV
strongest force on any atom = 0.040 Eh/bohr
SMILES = NCCCN.O.O
total charge = 0
energy above the lowest of the compared OMol25 structures with the same formula, charge and spin = 1.169 eV
gap between HOMO and LUMO = 9.508 eV

This record from OMol25 describes 3 unconnected molecules or ions with the total composition C3H14N2O2 at a distorted geometry. The level of theory is the ωB97M-V functional and the def2-TZVPD basis.

```
21
Properties=species:S:1:pos:R:3:nbo_charge:R:1
N -0.039 0.747 -1.150 -0.8351
C -0.123 -0.481 -0.371 -0.0880
C -1.350 -0.557 0.551 -0.6286
C 1.166 -0.671 0.444 -0.2196
N 2.426 -0.322 -0.268 -0.8263
H -0.098 1.552 -0.524 0.3426
H -0.847 0.816 -1.757 0.3586
H -0.067 -1.271 -1.125 0.2023
H -1.108 -1.252 1.359 0.2056
H -2.185 -1.023 0.038 0.2126
H -1.568 0.453 0.909 0.2070
H 1.146 -0.099 1.366 0.1792
H 1.268 -1.727 0.691 0.1787
H 2.258 -0.465 -1.263 0.3547
H 2.554 0.686 -0.191 0.3507
H -1.396 4.545 2.821 0.4672
H -2.847 4.221 2.523 0.4675
O -2.091 4.707 2.174 -0.9346
H 1.699 -3.130 -2.309 0.4723
H 0.464 -3.547 -1.534 0.4676
O 0.738 -3.180 -2.385 -0.9343
```

Results
electronic energy = -382.66865 Ha
LUMO level = 0.6 eV
strongest force on any atom = 0.023 Eh/bohr
SMILES = C[C@@H](N)CN.O.O
total charge = 0
energy above the lowest of the compared OMol25 structures with the same formula, charge and spin = 0.847 eV
gap between HOMO and LUMO = 9.820 eV

- Among the records above, which one has the highest energy above the lowest of the compared OMol25 structures with the same formula, charge and spin?
  number 2

- electronic energy of number 1 (C3H13NO4)?
  -477.72304 Ha

- Look up the strongest force on any atom of the fifth one.
  0.040 Eh/bohr